[1]
Formula: C64H176N16O16
Source: the OMol25 dataset
Level of theory: ωB97M-V with the def2-TZVPD basis set

Element x y z (Å)
1 C -2.98 -4.26 6.26
2 C -1.71 -3.66 5.64
3 C -1.91 -2.20 5.12
4 O -0.94 -1.87 4.15
5 C -1.08 -0.57 3.66
6 N -0.61 -3.60 6.59
7 H -2.67 -4.95 7.02
8 H -3.59 -4.82 5.52
9 H -3.57 -3.51 6.83
10 H -1.51 -4.23 4.69
11 H -1.90 -1.54 5.98
12 H -2.89 -2.15 4.62
13 H -0.60 -0.39 2.70
14 H -0.89 0.13 4.47
15 H -2.15 -0.42 3.45
16 H 0.25 -3.34 6.13
17 H -0.49 -4.53 6.95
18 C 0.83 -9.39 1.12
19 C 1.45 -8.06 0.73
20 C 1.09 -7.73 -0.69
21 O 1.55 -6.42 -1.04
22 C 1.64 -6.34 -2.41
23 N 1.04 -7.06 1.69
24 H 1.14 -10.28 0.54
25 H -0.23 -9.29 0.97
26 H 1.05 -9.58 2.15
27 H 2.55 -8.18 0.83
28 H 0.02 -7.87 -0.91
29 H 1.67 -8.43 -1.24
30 H 0.68 -6.74 -2.85
31 H 2.37 -7.01 -2.78
32 H 1.80 -5.30 -2.69
33 H 1.54 -7.18 2.58
34 H 1.46 -6.20 1.35
35 C -2.86 -5.18 -2.60
36 C -3.58 -3.85 -2.75
37 C -3.59 -3.46 -4.23
38 O -4.18 -2.16 -4.42
39 C -4.20 -1.83 -5.76
40 N -4.89 -3.96 -2.18
41 H -3.03 -5.61 -1.54
42 H -1.82 -5.21 -2.79
43 H -3.38 -5.89 -3.26
44 H -3.06 -3.03 -2.23
45 H -4.23 -4.15 -4.77
46 H -2.58 -3.47 -4.73
47 H -4.79 -0.90 -5.78
48 H -4.73 -2.60 -6.44
49 H -3.22 -1.65 -6.23
50 H -5.53 -4.58 -2.69
51 H -5.30 -3.07 -2.10
52 C -4.50 3.25 0.52
53 C -5.26 4.59 0.63
54 C -4.96 5.47 -0.63
55 O -3.51 5.66 -0.55
56 C -2.87 6.47 -1.52
57 N -6.69 4.34 0.81
58 H -3.48 3.32 0.99
59 H -4.36 2.95 -0.55
60 H -5.12 2.46 1.02
61 H -4.99 5.12 1.59
62 H -5.51 6.39 -0.67
63 H -5.16 4.89 -1.59
64 H -1.77 6.49 -1.27
65 H -3.21 7.49 -1.51
66 H -3.01 5.95 -2.45
67 H -7.34 5.07 0.74
68 H -7.05 3.60 0.17
69 C -5.94 0.64 4.72
70 C -6.04 1.65 3.57
71 C -7.00 1.21 2.48
72 O -6.50 -0.03 2.06
73 C -7.41 -1.19 2.04
74 N -6.50 2.94 4.14
75 H -5.33 1.00 5.54
76 H -5.50 -0.31 4.43
77 H -6.94 0.59 5.17
78 H -5.06 1.85 3.05
79 H -7.13 1.92 1.65
80 H -7.99 1.20 3.00
81 H -7.84 -1.41 3.02
82 H -6.80 -2.00 1.60
83 H -8.22 -0.94 1.35
84 H -6.45 3.69 3.44
85 H -6.03 3.21 5.00
86 C -7.13 -0.64 -1.77
87 C -6.87 0.83 -2.07
88 C -6.14 0.80 -3.49
89 O -5.65 2.06 -3.88
90 C -4.75 2.13 -4.96
91 N -8.01 1.64 -1.84
92 H -7.46 -0.81 -0.76
93 H -6.10 -1.06 -1.76
94 H -7.73 -1.18 -2.48
95 H -6.08 1.04 -1.34
96 H -6.84 0.44 -4.25
97 H -5.34 0.04 -3.29
98 H -4.39 3.19 -4.88
99 H -5.27 1.98 -5.91
100 H -3.91 1.45 -4.82
101 H -7.90 2.57 -2.28
102 H -8.77 1.22 -2.39
103 C -3.16 4.69 4.12
104 C -1.63 4.89 4.01
105 C -1.10 4.25 2.72
106 O 0.30 4.58 2.52
107 C 0.95 3.82 1.48
108 N -1.31 6.30 4.10
109 H -3.50 5.61 4.60
110 H -3.42 3.82 4.71
111 H -3.66 4.63 3.17
112 H -1.21 4.34 4.83
113 H -1.66 4.64 1.86
114 H -1.25 3.16 2.84
115 H 0.82 2.74 1.64
116 H 2.02 4.04 1.42
117 H 0.46 4.02 0.48
118 H -0.36 6.58 3.81
119 H -2.03 6.77 3.57
120 C -0.55 -3.32 -0.40
121 C -0.92 -3.27 1.07
122 C -2.34 -3.55 1.32
123 O -3.04 -2.50 0.69
124 C -4.46 -2.57 0.76
125 N -0.07 -4.19 1.81
126 H 0.53 -3.29 -0.58
127 H -0.99 -2.54 -1.06
128 H -0.96 -4.22 -0.75
129 H -0.79 -2.27 1.56
130 H -2.49 -3.50 2.45
131 H -2.63 -4.54 0.92
132 H -4.77 -2.78 1.77
133 H -4.84 -3.36 0.13
134 H -4.82 -1.54 0.41
135 H -0.10 -4.03 2.84
136 H -0.34 -5.17 1.69
137 C 2.77 5.10 -3.73
138 C 1.76 4.10 -3.04
139 C 2.44 3.05 -2.13
140 O 3.35 2.31 -2.92
141 C 3.83 1.15 -2.23
142 N 0.87 4.96 -2.31
143 H 3.48 4.67 -4.38
144 H 3.40 5.73 -3.08
145 H 2.12 5.73 -4.45
146 H 1.31 3.50 -3.81
147 H 1.64 2.39 -1.68
148 H 2.98 3.69 -1.38
149 H 4.32 1.46 -1.27
150 H 4.41 0.60 -2.94
151 H 2.99 0.46 -2.07
152 H 0.23 5.49 -2.84
153 H 0.29 4.41 -1.66
154 C 6.15 3.38 1.51
155 C 6.44 2.84 0.14
156 C 6.02 3.81 -0.92
157 O 6.84 4.97 -0.92
158 C 6.42 5.96 -1.80
159 N 7.85 2.48 -0.10
160 H 6.59 4.33 1.74
161 H 6.55 2.59 2.21
162 H 5.06 3.39 1.71
163 H 5.72 1.99 0.00
164 H 5.03 4.22 -0.64
165 H 6.00 3.32 -1.93
166 H 6.68 5.77 -2.85
167 H 6.79 6.90 -1.36
168 H 5.28 5.98 -1.78
169 H 8.23 1.92 0.63
170 H 8.37 3.32 -0.32
171 C 4.90 -4.22 -0.85
172 C 4.02 -3.19 -0.19
173 C 3.39 -2.35 -1.28
174 O 2.71 -3.21 -2.23
175 C 1.84 -2.42 -3.01
176 N 2.99 -3.90 0.57
177 H 5.86 -3.86 -1.21
178 H 4.33 -4.76 -1.65
179 H 5.22 -5.02 -0.15
180 H 4.53 -2.49 0.51
181 H 4.10 -1.67 -1.84
182 H 2.67 -1.67 -0.82
183 H 2.39 -1.59 -3.43
184 H 1.07 -1.99 -2.32
185 H 1.33 -3.01 -3.77
186 H 2.58 -4.69 0.03
187 H 2.21 -3.41 0.98
188 C 7.24 -0.89 -2.22
189 C 7.50 0.29 -3.08
190 C 9.01 0.58 -3.27
191 O 9.63 -0.45 -4.13
192 C 10.99 -0.80 -3.91
193 N 6.70 0.14 -4.30
194 H 7.63 -1.82 -2.73
195 H 6.18 -1.08 -1.99
196 H 7.70 -0.86 -1.23
197 H 7.14 1.20 -2.58
198 H 9.48 0.45 -2.24
199 H 9.08 1.53 -3.75
200 H 11.63 -0.02 -4.30
201 H 11.19 -1.75 -4.40
202 H 11.19 -0.98 -2.84
203 H 7.16 -0.44 -5.01
204 H 6.59 1.03 -4.75
205 C 2.36 -2.22 3.92
206 C 3.83 -2.02 4.24
207 C 4.53 -0.88 3.54
208 O 4.56 -1.19 2.17
209 C 5.00 -0.05 1.43
210 N 3.97 -1.80 5.67
211 H 2.00 -3.00 4.54
212 H 2.22 -2.63 2.92
213 H 1.80 -1.26 4.04
214 H 4.35 -2.87 3.96
215 H 5.58 -0.74 3.89
216 H 3.92 0.02 3.61
217 H 6.08 0.13 1.39
218 H 4.60 0.85 1.90
219 H 4.60 -0.18 0.45
220 H 4.91 -1.86 6.03
221 H 3.39 -2.48 6.18
222 C 2.25 1.03 7.54
223 C 1.15 1.52 6.51
224 C 1.66 1.47 5.05
225 O 2.80 2.21 4.81
226 C 2.64 3.59 4.56
227 N -0.15 0.77 6.60
228 H 1.83 1.15 8.54
229 H 3.20 1.59 7.52
230 H 2.41 -0.04 7.34
231 H 0.91 2.59 6.75
232 H 0.87 1.78 4.34
233 H 1.93 0.38 4.91
234 H 3.60 3.99 4.24
235 H 2.23 4.18 5.41
236 H 1.85 3.71 3.74
237 H -0.67 1.13 7.38
238 H -0.09 -0.22 6.69
239 C -1.63 1.89 -6.36
240 C -0.94 1.02 -7.41
241 C -0.41 -0.28 -6.83
242 O 0.52 0.02 -5.76
243 C 1.82 0.16 -6.31
244 N -1.87 0.93 -8.52
245 H -0.91 2.02 -5.54
246 H -2.42 1.27 -5.96
247 H -1.89 2.84 -6.75
248 H -0.02 1.60 -7.75
249 H 0.09 -0.91 -7.60
250 H -1.22 -0.80 -6.33
251 H 2.42 0.81 -5.64
252 H 1.81 0.69 -7.31
253 H 2.34 -0.79 -6.50
254 H -2.20 1.77 -8.91
255 H -1.59 0.28 -9.17
256 C -1.85 2.06 -1.62
257 C -1.92 0.66 -1.04
258 C -1.05 0.49 0.21
259 O 0.37 0.66 -0.02
260 C 1.24 0.18 1.04
261 N -3.30 0.28 -0.72
262 H -2.07 2.84 -0.86
263 H -2.57 2.16 -2.46
264 H -0.80 2.23 -2.06
265 H -1.62 -0.06 -1.81
266 H -1.25 -0.50 0.60
267 H -1.51 1.17 0.96
268 H 2.23 0.49 0.86
269 H 1.23 -0.91 1.01
270 H 0.91 0.43 2.05
271 H -3.32 -0.70 -0.47
272 H -3.53 0.82 0.16

Properties
Frontier orbital gap   8.95 eV
HOMO energy   -8.269 eV
Total charge   0

***

[2]
Formula: H3S3
Source: the OMol25 dataset
Level of theory: ωB97M-V with the def2-TZVPD basis set

Element x y z (Å)
1 S -2.61 1.55 -0.39
2 H -1.27 1.63 -0.34
3 S 1.99 0.12 0.41
4 S 0.52 -1.76 -0.02
5 H 0.59 0.17 0.19
6 H 1.58 -2.59 -0.06

Properties
Frontier orbital gap   4.03 eV
HOMO energy   -2.557 eV
Total charge   -1

***

[3]
Formula: C6H12ClI2NOPRu
Source: the OMol25 dataset
Level of theory: ωB97M-V with the def2-TZVPD basis set

Element x y z (Å)
1 I -3.38 -1.79 2.15
2 I -3.39 1.78 2.14
3 Ru 0.89 0.00 0.10
4 P 0.37 0.00 -1.96
5 C -1.41 -0.02 -2.51
6 C 1.19 1.60 -2.25
7 H 2.18 -1.53 -1.76
8 H 1.36 -1.81 -3.30
9 H 0.64 -2.39 -1.82
10 C 1.20 -1.59 -2.28
11 H 2.14 1.55 -1.73
12 H 1.35 1.82 -3.29
13 H -1.57 0.00 -3.57
14 H -1.91 0.87 -2.06
15 H 0.59 2.39 -1.82
16 H -1.89 -0.89 -2.07
17 C -0.93 0.00 0.23
18 O -2.05 -0.01 0.39
19 Cl 3.19 0.03 0.20
20 C 0.21 -0.01 4.72
21 C 0.24 0.00 3.34
22 N 0.54 -0.01 2.21
23 H 1.04 -0.52 5.09
24 H -0.75 -0.51 4.87
25 H 0.14 1.04 4.97

Properties
Frontier orbital gap (spin up / spin down)   9.25 / 4.34 eV
HOMO energy (spin up / spin down)   -15.557 / -15.667 eV
Total charge   +2
Spin multiplicity   6

***

[4]
Formula: C46H78BrO7PS
Source: the OMol25 dataset
Level of theory: ωB97M-V with the def2-TZVPD basis set

Element x y z (Å)
1 C 2.96 3.47 -0.69
2 C 3.82 2.63 -1.28
3 C 3.61 1.92 -2.57
4 C 2.78 0.79 -2.56
5 C 2.53 0.09 -3.74
6 C 3.13 0.47 -4.92
7 C 3.95 1.59 -4.92
8 Br 4.71 2.06 -6.61
9 C 4.22 2.35 -3.77
10 P 5.32 3.82 -4.00
11 C 4.12 5.17 -4.35
12 C 6.20 4.26 -2.41
13 C 5.58 5.47 -1.69
14 C 1.62 -1.08 -3.70
15 O 1.78 -2.04 -4.40
16 C 0.51 -0.99 -2.72
17 C -0.78 -1.63 -3.16
18 C -1.30 -2.82 -2.33
19 C -2.08 -3.78 -3.25
20 S -3.46 -2.93 -4.09
21 C 0.74 -0.37 -1.55
22 C -0.28 -0.26 -0.44
23 C -1.36 0.79 -0.63
24 C -2.58 0.41 -1.21
25 C -3.61 1.32 -1.41
26 C -3.47 2.64 -1.00
27 C -2.28 3.03 -0.42
28 C -1.23 2.12 -0.22
29 C 0.02 2.65 0.45
30 C 2.11 0.24 -1.33
31 O 2.63 0.25 -0.25
32 H 2.78 3.38 0.37
33 H 2.47 4.30 -1.20
34 H 4.75 2.40 -0.76
35 H 2.94 -0.10 -5.82
36 H 4.71 6.07 -4.51
37 H 3.36 5.30 -3.58
38 H 3.68 4.91 -5.31
39 H 7.21 4.55 -2.68
40 H 6.23 3.42 -1.72
41 H 6.02 5.62 -0.70
42 H 4.51 5.37 -1.54
43 H 5.74 6.39 -2.25
44 H -0.60 -2.01 -4.17
45 H -1.53 -0.85 -3.28
46 H -0.50 -3.37 -1.85
47 H -2.00 -2.49 -1.57
48 H -1.40 -4.12 -4.03
49 H -2.46 -4.63 -2.69
50 H -4.06 -2.21 -3.13
51 H -0.74 -1.22 -0.23
52 H 0.27 -0.01 0.48
53 H -2.72 -0.60 -1.54
54 H -4.52 0.97 -1.86
55 H -4.28 3.34 -1.15
56 H -2.15 4.05 -0.10
57 H 0.26 3.63 0.04
58 H 0.85 1.96 0.34
59 H -0.16 2.79 1.52
60 C 3.62 -1.87 5.25
61 C 3.15 -3.09 4.46
62 O 2.23 -2.79 3.43
63 C 2.68 -1.91 2.42
64 C 3.89 -2.41 1.65
65 H 2.77 -1.35 5.68
66 H 4.29 -2.18 6.05
67 H 4.16 -1.16 4.61
68 H 2.63 -3.77 5.14
69 H 4.01 -3.64 4.06
70 H 2.86 -0.91 2.83
71 H 1.84 -1.81 1.73
72 H 4.77 -2.52 2.30
73 H 4.15 -1.71 0.86
74 H 3.69 -3.38 1.21
75 C -3.84 -9.09 0.78
76 C -2.76 -8.09 0.38
77 O -3.12 -7.26 -0.70
78 C -4.26 -6.44 -0.51
79 C -4.13 -5.47 0.65
80 H -4.11 -9.72 -0.06
81 H -3.48 -9.72 1.59
82 H -4.75 -8.59 1.13
83 H -1.88 -8.64 0.05
84 H -2.46 -7.49 1.24
85 H -5.16 -7.06 -0.41
86 H -4.38 -5.87 -1.44
87 H -4.02 -5.98 1.60
88 H -5.01 -4.83 0.72
89 H -3.25 -4.83 0.51
90 C -9.08 2.05 -2.41
91 C -7.73 1.36 -2.41
92 O -7.56 0.44 -1.34
93 C -8.48 -0.63 -1.29
94 C -8.46 -1.52 -2.53
95 H -9.24 2.58 -1.47
96 H -9.14 2.77 -3.23
97 H -9.90 1.35 -2.54
98 H -6.95 2.11 -2.29
99 H -7.55 0.86 -3.37
100 H -9.49 -0.26 -1.10
101 H -8.19 -1.22 -0.42
102 H -8.74 -0.98 -3.43
103 H -9.15 -2.35 -2.40
104 H -7.45 -1.93 -2.69
105 C -1.05 -5.08 3.35
106 C -1.64 -3.69 3.20
107 O -3.01 -3.60 3.54
108 C -3.35 -3.95 4.87
109 C -2.69 -3.08 5.92
110 H -1.61 -5.79 2.74
111 H -0.01 -5.08 3.02
112 H -1.08 -5.43 4.38
113 H -1.58 -3.39 2.15
114 H -1.05 -2.96 3.76
115 H -3.14 -5.01 5.05
116 H -4.43 -3.83 4.93
117 H -1.60 -3.17 5.90
118 H -3.03 -3.36 6.92
119 H -2.94 -2.03 5.76
120 C 5.08 9.24 2.32
121 C 5.27 7.77 2.01
122 O 6.52 7.46 1.42
123 C 7.67 7.79 2.18
124 C 7.75 7.09 3.52
125 H 5.18 9.84 1.41
126 H 4.08 9.41 2.73
127 H 5.81 9.61 3.04
128 H 4.52 7.44 1.30
129 H 5.12 7.16 2.92
130 H 7.75 8.88 2.30
131 H 8.52 7.48 1.56
132 H 6.92 7.38 4.18
133 H 8.68 7.36 4.03
134 H 7.72 6.01 3.39

Properties
Frontier orbital gap   7.16 eV
HOMO energy   -7.948 eV
SMILES string   C=Cc1c2c(cc(Br)c1P(C)CC)C(=O)C(CCCS)=C(Cc1ccccc1C)C2=O.CCOCC.CCOCC.CCOCC.CCOCC.CCOCC
Total charge   0

***

[5]
Formula: H16O8
Source: the OMol25 dataset
Level of theory: ωB97M-V with the def2-TZVPD basis set

Element x y z (Å)
1 O 1.10 0.16 -0.75
2 H 1.26 -0.77 -0.58
3 H 0.25 0.37 -0.39
4 O 2.09 2.42 3.49
5 H 1.80 2.90 2.75
6 H 1.36 2.56 4.11
7 O -2.30 -3.03 1.82
8 H -1.96 -3.39 2.65
9 H -1.77 -2.18 1.84
10 O -2.41 3.91 0.08
11 H -1.68 4.52 -0.11
12 H -2.15 3.43 0.81
13 O -1.48 -2.67 -1.88
14 H -1.22 -2.85 -2.79
15 H -0.58 -2.81 -1.42
16 O 2.70 -1.41 -2.79
17 H 2.31 -0.58 -2.49
18 H 2.45 -1.33 -3.66
19 O 0.11 3.31 -2.10
20 H 0.73 3.93 -2.37
21 H -0.67 3.83 -1.82
22 O 0.06 -3.10 1.88
23 H 0.25 -3.55 1.10
24 H -0.26 -3.67 2.62

Properties
Frontier orbital gap   10.50 eV
HOMO energy   -10.482 eV
SMILES string   O.O.O.O.O.O.O.O
Total charge   0